# C20H37GeN3O4SSeSn

C20H37GeN3O4SSeSn as an isolated structure (ωB97M-V/def2-TZVPD, OMol25).

Geometry as XYZ:
```
68
Properties=species:S:1:pos:R:3:forces:R:3
Sn -0.19004 -0.61677 -0.71570 -0.162 0.094 0.192
Se -1.89382 3.25148 0.36340 -0.048 -0.062 -0.042
Ge -3.58535 3.07878 3.29223 -0.025 0.222 0.018
S 2.88810 1.31614 -1.22358 -0.006 0.188 -0.190
O 1.45218 0.99712 -0.81081 0.047 -0.034 0.153
O -1.98119 1.59458 0.98991 0.299 -0.173 0.122
O 0.60825 -1.35759 -3.12817 0.256 -0.018 -0.285
O -1.74640 0.74070 -0.15550 -0.278 0.312 -0.116
N 0.32935 -0.33491 1.66398 0.067 -0.199 0.059
N 0.05638 -2.82858 0.76249 -0.050 -0.121 0.081
N 1.13317 -0.87194 -5.27207 0.130 -0.006 -0.114
C 0.97999 -1.73394 -4.25630 -0.153 -0.014 0.080
C 1.59636 -4.97994 1.62743 0.080 -0.061 0.039
C -0.18172 -4.04655 0.32867 0.145 0.046 0.150
C 3.43458 -0.05840 -2.21505 -0.059 -0.107 -0.041
C 1.26230 -3.19430 -4.50103 0.047 0.022 -0.026
C 1.06384 -2.64135 1.66291 -0.153 0.112 -0.236
C -2.48040 4.12535 1.95249 0.117 -0.016 0.006
C 2.98044 -3.37596 2.96600 -0.025 -0.040 -0.046
C -2.36857 1.93924 4.27760 0.065 -0.095 0.049
C 1.27470 -1.31669 2.12737 -0.100 0.027 -0.096
C -5.00094 2.09658 2.41146 -0.064 -0.073 -0.069
C 0.79328 0.53679 -5.11812 0.022 -0.096 -0.063
C 1.51289 -1.27340 -6.62691 -0.084 0.073 0.100
C 0.55596 -5.16620 0.76241 -0.020 -0.013 -0.052
C 1.89749 -3.68083 2.10096 0.051 -0.048 0.047
C -3.52321 3.24898 -0.65029 -0.073 -0.021 -0.025
C -4.25643 4.54130 4.37393 -0.029 0.053 0.077
C 3.20034 -2.08670 3.35211 -0.004 0.072 0.018
C 2.33508 -1.04298 2.93590 0.060 0.016 0.147
C 3.88247 0.99537 0.21644 -0.043 -0.094 0.128
H 3.13039 -0.98072 -1.71757 0.064 -0.015 -0.066
H 1.99941 -2.24131 -6.63161 0.007 -0.004 0.010
H -2.89466 1.52101 5.13725 0.051 -0.012 -0.019
H -0.59861 -0.54621 2.02937 0.019 0.051 0.002
H 2.95497 0.02333 -3.18860 0.005 -0.045 0.041
H 4.51810 -0.00657 -2.32310 -0.032 0.036 0.001
H -4.84712 5.22797 3.76514 0.013 -0.019 0.054
H 3.64421 -0.00231 0.59113 0.070 0.052 0.030
H -4.89340 4.15976 5.17358 0.029 0.024 -0.032
H 1.63539 1.15346 -5.43536 -0.002 0.010 -0.013
H -3.57117 2.25645 -1.09604 0.015 0.022 -0.032
H -0.97845 -4.16133 -0.39860 0.008 0.009 0.011
H 0.55490 0.74471 -4.08157 -0.024 -0.011 0.045
H -5.66268 2.75768 1.84993 0.001 -0.036 0.025
H 3.64284 1.75913 0.95483 0.023 -0.039 0.006
H 0.63814 -1.31212 -7.27871 -0.006 0.005 0.011
H 2.30713 -3.35768 -4.77025 -0.020 0.002 -0.001
H -0.06736 0.78450 -5.74140 -0.005 0.011 0.001
H -1.57755 4.48437 2.44777 -0.017 0.041 -0.011
H 2.20228 -5.81808 1.95289 -0.029 0.033 -0.004
H -2.01956 1.11915 3.65021 0.015 0.005 0.046
H 2.50261 -0.03278 3.29520 -0.008 -0.044 0.009
H -3.05668 4.99436 1.62542 0.015 -0.049 -0.077
H -4.36201 3.42472 0.01597 0.008 -0.007 -0.007
H -4.59919 1.32842 1.75086 -0.053 0.015 0.004
H -3.43228 5.09408 4.82844 -0.062 -0.007 -0.010
H 0.56882 0.60255 1.96647 0.050 0.011 -0.054
H -1.51479 2.50844 4.64906 -0.020 -0.039 -0.013
H 0.64480 -3.58777 -5.30829 0.005 -0.002 0.004
H -3.44785 4.01473 -1.41918 -0.003 0.004 0.009
H 4.93505 1.07238 -0.05983 -0.053 0.014 0.007
H -5.60045 1.61100 3.18323 -0.009 -0.010 -0.045
H 4.02677 -1.85115 4.00992 -0.020 0.000 -0.027
H 3.62846 -4.17415 3.30715 -0.032 0.024 -0.007
H 2.20877 -0.53913 -7.02960 0.011 0.007 -0.002
H 1.04541 -3.73639 -3.58720 -0.016 -0.011 0.024
H 0.30627 -6.14989 0.38895 -0.003 0.029 0.014
```
Positions in Å, forces in eV/Å.

E_LUMO in Eh: -0.1879
Energy above the lowest of the compared OMol25 structures with the same formula, charge and spin in kcal/mol: 16.7
E_HOMO in eV: -13.56
HOMO-LUMO gap in eV: 8.452
Net charge: +2